[1]
# C12H7AuN5OS2

C12H7AuN5OS2 as an isolated structure (wB97M-V/def2-TZVPD, OMol25).

Kohn-Sham gap (alpha / beta)	8.68 / 4.66	eV
multiplicity	3
net charge	+1
HOMO (alpha / beta)	-11.49 / -11.63	eV

Geometry as XYZ:
```
28
Properties=species:S:1:pos:R:3:forces:R:3
Au -0.0644 0.3506 -0.1718 0.3 -0.5 0.0
O -1.0293 -0.8095 1.2878 0.0 0.0 0.0
N -0.3928 -0.9021 2.4687 0.1 0.0 0.1
C -1.1083 -1.4725 3.4643 0.0 0.0 0.0
C -0.5695 -1.6333 4.7074 0.0 0.0 0.0
C 0.7331 -1.1852 4.9400 0.0 0.0 0.0
C 1.4364 -0.5974 3.9187 0.0 0.0 0.0
C 0.8684 -0.4575 2.6462 0.0 0.0 0.0
S 1.7661 0.2306 1.3391 -0.2 0.3 0.0
H -2.1059 -1.7686 3.1787 0.0 0.0 0.0
H -1.1602 -2.0912 5.4861 0.0 0.0 0.0
H 1.1821 -1.2908 5.9176 0.0 0.0 0.0
H 2.4408 -0.2269 4.0631 0.0 0.0 0.0
S -2.7458 -1.6022 -3.6321 0.1 0.0 0.1
C -1.5001 -2.6288 -3.0682 -0.1 0.1 0.0
C -0.7921 -2.0090 -2.0943 0.0 -0.1 -0.1
N -1.2265 -0.7385 -1.8037 0.0 0.2 0.1
C -2.2501 -0.3996 -2.5406 -0.1 -0.1 -0.1
H -1.3544 -3.6175 -3.4686 0.0 0.0 0.0
H 0.0442 -2.4274 -1.5570 0.0 0.0 0.0
H -2.7537 0.5516 -2.4654 0.0 0.0 0.0
N 0.6486 1.8284 -1.5624 0.0 0.2 -0.2
C 1.0365 2.6013 -2.3165 0.0 -0.2 0.2
C 1.5193 3.5476 -3.2384 0.1 0.2 -0.2
C 2.8237 3.4056 -3.7465 -0.1 0.0 0.0
N 3.8914 3.2693 -4.1626 0.0 0.0 0.0
C 0.6831 4.6089 -3.6329 0.0 -0.1 0.0
N -0.0206 5.4639 -3.9567 0.0 0.0 0.0
```
Forces are in eV/Å.

[2]
# C20H13ClN4O3

C20H13ClN4O3 in the gas phase in a non-equilibrium geometry (wB97M-V/def2-TZVPD, OMol25).

SMILES	N#CC1=C(N)Oc2cc(N)ccc2[C@@H]1c1cc2cc3c(cc2nc1Cl)OCO3
Kohn-Sham gap	7.93	eV
ΔE to the lowest compared entry with this formula, charge and spin	1.291	eV
net charge	0
HOMO	-7.99	eV

Geometry as XYZ:
```
41
Properties=species:S:1:pos:R:3:forces:R:3
N 3.7993 2.9917 1.5983 -0.4 -1.7 -1.5
C 3.4763 2.1439 0.8553 -0.4 1.0 0.6
C 2.9483 1.1621 -0.0679 -0.3 -1.2 -0.6
C 3.2910 1.2217 -1.3921 0.4 -0.3 -0.6
N 3.9937 2.2239 -1.9912 0.0 0.5 0.6
O 3.0190 0.2608 -2.3685 0.1 0.4 1.1
C 2.4061 -0.9299 -2.0194 -1.7 -0.5 2.7
C 2.0758 -1.8133 -3.0488 2.8 3.2 0.5
C 1.3275 -2.8779 -2.7547 -2.8 -2.2 2.8
N 0.7714 -3.6957 -3.6736 -1.2 -0.9 -3.9
C 0.9141 -3.1802 -1.4265 1.5 1.2 1.7
C 1.3023 -2.3209 -0.3275 -1.3 -1.9 -3.2
C 1.9583 -1.1683 -0.6501 1.0 2.7 -1.8
C 2.1340 -0.0788 0.4228 -0.1 0.9 -0.3
C 0.8206 0.2758 1.1864 0.6 1.1 -1.6
C -0.2522 0.9144 0.5120 0.5 -1.4 0.4
C -1.5065 1.0007 1.1827 0.8 -0.3 -1.0
C -2.6610 1.3436 0.4297 -0.5 1.1 -1.1
C -3.8729 1.4231 1.0491 0.3 -0.8 -1.4
C -4.0277 0.9811 2.3300 2.0 0.0 3.8
C -2.9203 0.5689 3.0496 -0.3 -1.5 1.6
C -1.5957 0.5242 2.5188 0.0 0.9 -1.3
N -0.4776 0.1016 3.1781 0.5 -0.2 0.5
C 0.6991 0.0094 2.5846 -2.2 -0.1 -0.6
Cl 2.0690 -0.6401 3.5154 -0.9 0.5 -0.4
O -5.2970 1.1565 2.8420 1.2 0.0 -2.3
C -5.9686 1.6519 1.6117 -2.1 -0.8 2.5
O -5.1365 1.5991 0.5422 1.2 0.7 -1.5
H 4.3128 2.0862 -2.9585 -0.2 0.4 1.1
H 4.2041 3.0547 -1.3991 0.0 -1.1 -1.2
H 2.5928 -1.5646 -3.9661 -0.6 -0.4 -0.6
H 0.5700 -3.2577 -4.6117 0.5 -0.8 1.6
H -0.0111 -4.3010 -3.3914 0.9 0.7 0.0
H 0.3855 -4.1252 -1.2261 0.1 0.7 -0.2
H 0.8981 -2.5263 0.6434 0.1 0.0 0.5
H 2.7550 -0.5904 1.1030 0.7 -0.2 1.3
H -0.2401 1.1761 -0.5939 0.4 -0.4 1.6
H -2.5833 1.5761 -0.6549 0.1 -0.1 0.9
H -3.0611 0.0508 4.0136 0.0 0.7 -0.3
H -6.7642 0.9316 1.4805 -0.5 0.2 -0.3
H -6.3483 2.6399 1.8729 0.1 0.2 -0.3
```
Forces are in eV/Å.

[3]
# C3H4N2O

C3H4N2O in the gas phase in a non-equilibrium geometry (wB97M-V/def2-TZVPD, OMol25).

Kohn-Sham gap	11.21	eV
ΔE to the lowest compared entry with this formula, charge and spin	1.102	eV
net charge	0
HOMO	-10.41	eV

Geometry as XYZ:
```
10
Properties=species:S:1:pos:R:3:forces:R:3
O -1.1914 1.7073 0.2711 0.3 -0.3 -0.1
C -0.3733 0.8226 0.1099 -0.1 0.1 0.0
C -0.8608 -0.6309 0.0027 -0.1 0.1 0.0
N 0.2220 -1.5402 -0.1480 1.1 -0.4 -0.1
C 1.2903 -2.0151 -0.2592 -1.1 0.1 0.1
N 0.9625 1.0126 0.0110 -0.1 0.2 0.0
H -1.4336 -0.8668 0.9045 0.1 0.0 -0.1
H -1.5394 -0.7063 -0.8528 0.2 0.0 0.1
H 1.6199 0.2592 -0.1180 -0.2 0.2 0.0
H 1.3039 1.9575 0.0789 -0.1 -0.1 0.0
```
Forces are in eV/Å.

[4]
# C37H50BBr2CsN8

C37H50BBr2CsN8 as an isolated structure (wB97M-V/def2-TZVPD, OMol25).

Kohn-Sham gap	7.60	eV
ΔE to the lowest compared entry with this formula, charge and spin	0.096	eV
net charge	0
HOMO	-7.81	eV

Geometry as XYZ:
```
99
Properties=species:S:1:pos:R:3:forces:R:3
Cs -1.9467 -0.0543 1.1216 -0.1 0.1 0.0
C 2.1552 1.1813 -2.0410 0.0 0.0 0.0
C 0.6904 0.9700 -2.2411 0.1 0.0 0.0
C -0.1992 1.7417 -2.9645 0.0 0.0 0.0
C -1.4489 1.1152 -2.7898 0.0 0.0 0.0
N -1.3197 0.0405 -2.0258 0.0 -0.1 0.0
N -0.0040 -0.0535 -1.7007 -0.1 -0.1 0.0
B 0.4617 -1.3193 -0.9237 0.1 0.1 -0.1
N 1.5740 -0.8854 0.0663 0.0 0.0 0.1
N 1.1657 -0.0375 1.0482 0.0 0.0 0.0
C 2.2348 0.2342 1.7856 0.0 0.0 0.0
C 3.3553 -0.4445 1.2793 0.0 0.1 0.0
C 2.8917 -1.1454 0.1804 0.0 0.0 0.0
C 3.6834 -2.0211 -0.7345 0.0 0.0 0.0
C 2.1483 1.1847 2.9599 0.0 0.0 0.0
C 1.9118 2.6058 2.4323 0.0 0.0 0.0
C 1.0060 0.7834 3.9012 0.0 -0.1 0.0
C 3.4567 1.1607 3.7522 0.0 0.0 0.0
N 0.9158 -2.4573 -1.8516 0.0 -0.1 0.0
N 1.0947 -3.6553 -1.2390 0.0 0.1 0.0
C 1.4219 -4.5185 -2.1842 0.0 -0.1 0.1
C 1.4455 -3.8880 -3.4395 0.0 0.1 -0.1
C 1.1037 -2.5730 -3.1879 0.0 0.0 0.0
C 0.9266 -1.4812 -4.1947 0.0 0.0 0.0
C 1.6941 -5.9620 -1.8218 0.0 0.0 -0.1
C 0.4608 -6.5493 -1.1256 0.0 0.0 0.0
C 1.9993 -6.7738 -3.0809 0.0 0.0 0.0
C 2.8918 -6.0288 -0.8681 0.0 0.0 0.0
C -2.8046 1.5044 -3.3315 0.0 0.0 0.0
C -2.7934 2.9672 -3.7767 0.0 0.0 0.0
C -3.1350 0.6052 -4.5304 0.0 0.0 0.0
C -3.8715 1.3118 -2.2481 0.0 0.0 0.0
H 2.4715 2.0516 -2.6156 0.0 0.0 0.0
H 2.3900 1.3506 -0.9884 0.0 0.0 0.0
H 2.7390 0.3224 -2.3753 0.0 0.0 0.0
H 0.0318 2.6375 -3.5177 0.0 0.0 0.0
H -0.4828 -1.7350 -0.3069 0.0 -0.1 0.0
H 4.3681 -0.4392 1.6460 0.0 0.0 0.0
H 4.7414 -1.9021 -0.5032 0.0 0.0 0.0
H 3.4050 -3.0668 -0.6135 0.0 0.0 0.0
H 3.5279 -1.7741 -1.7855 0.0 0.0 0.0
H 1.0137 2.6330 1.8168 0.0 0.0 0.0
H 1.7986 3.3125 3.2601 0.0 0.0 0.0
H 2.7541 2.9263 1.8150 0.0 0.0 0.0
H 0.0360 0.7417 3.4028 0.1 0.1 -0.1
H 1.1979 -0.2031 4.3299 0.0 0.0 0.0
H 0.9281 1.5019 4.7226 0.0 0.0 0.0
H 4.2971 1.4801 3.1338 0.0 0.0 0.0
H 3.3862 1.8413 4.6037 0.0 0.0 0.0
H 3.6695 0.1591 4.1298 0.0 0.0 0.0
H 1.6484 -4.3129 -4.4085 0.0 0.0 0.0
H 0.9701 -1.9230 -5.1896 0.0 0.0 0.0
H -0.0319 -0.9739 -4.0852 0.0 0.0 0.0
H 1.7106 -0.7247 -4.1310 0.0 0.0 0.0
H -0.4039 -6.5202 -1.7918 0.0 0.0 0.0
H 0.6436 -7.5887 -0.8402 0.0 0.0 0.0
H 0.2232 -5.9715 -0.2325 0.0 0.0 0.0
H 1.1569 -6.7491 -3.7752 0.0 0.0 0.0
H 2.8785 -6.3830 -3.5973 0.0 0.0 0.0
H 2.1946 -7.8156 -2.8184 0.0 0.0 0.0
H 2.6865 -5.4469 0.0313 0.0 0.0 0.0
H 3.0946 -7.0633 -0.5796 0.0 0.0 0.0
H 3.7867 -5.6221 -1.3444 0.0 0.0 0.0
H -2.0673 3.1312 -4.5750 0.0 0.0 0.0
H -3.7774 3.2523 -4.1543 0.0 0.0 0.0
H -2.5432 3.6296 -2.9443 0.0 0.0 0.0
H -2.3886 0.7244 -5.3181 0.0 0.0 0.0
H -3.1415 -0.4412 -4.2227 0.0 0.0 0.0
H -4.1154 0.8587 -4.9419 0.0 0.0 0.0
H -3.6581 1.9365 -1.3757 0.0 0.0 0.0
H -4.8536 1.5919 -2.6361 0.0 0.0 0.0
H -3.9061 0.2699 -1.9283 0.0 0.0 0.0
Br -5.5062 -1.6227 1.5875 0.0 0.0 0.0
C -4.4606 -3.1582 2.0946 0.0 0.0 0.0
Br -3.2442 -2.8007 3.5462 0.0 0.0 0.0
H -3.8757 -3.4670 1.2379 0.0 0.0 0.0
H -5.1412 -3.9346 2.4160 0.0 0.0 0.0
C -2.9230 2.3781 5.8445 0.0 -0.1 0.0
C -2.9079 1.6135 4.6680 0.0 0.0 0.0
N -2.4363 2.0485 3.5206 -0.1 0.0 0.0
C -1.9402 3.3021 3.4663 0.0 0.0 0.0
C -1.8988 4.1440 4.5897 0.0 0.0 0.0
C -2.4121 3.6467 5.7989 0.0 0.0 0.0
C -1.3344 5.4602 4.4851 0.0 0.0 0.0
C -0.8277 5.9026 3.3179 0.0 0.0 0.0
C -0.8448 5.0720 2.1477 0.0 0.0 0.0
C -0.2933 5.4878 0.9234 0.0 0.1 0.0
C -0.3214 4.6434 -0.1522 0.0 -0.1 -0.1
C -0.9170 3.3814 0.0025 0.0 0.1 0.1
N -1.4447 2.9707 1.1355 -0.1 0.0 -0.1
C -1.4083 3.7883 2.2035 0.0 0.0 0.0
H -3.3257 1.9593 6.7562 0.0 0.0 0.0
H -3.2984 0.6000 4.6774 0.0 0.0 0.0
H -2.3940 4.2742 6.6821 0.0 0.0 0.0
H -1.3181 6.0858 5.3692 0.0 0.0 0.0
H -0.3933 6.8921 3.2432 0.0 0.0 0.0
H 0.1557 6.4715 0.8516 0.0 0.0 0.0
H 0.1074 4.9210 -1.1056 0.0 0.0 0.0
H -0.9416 2.6857 -0.8296 0.0 0.0 0.0
```
Forces are in eV/Å.

Values for total energy, a.u., ordered as above
-1742.17905 -1674.81734 -301.44672 -7071.15850